ORCA calculation (ωB97M-V with the def2-TZVPD basis set) on a structure of composition C23H22ClFeN7O5S2 in a non-equilibrium geometry.

expectation value of S² = 6.01
2S+1 = 5
total charge = -2
Kohn-Sham gap (spin up / spin down) = 5.77 / 5.76 eV
DFT total energy = -113458.1412 eV
largest force on an atom = 0.0546 Eh/bohr

```
61
C23H22ClFeN7O5S2 (ωB97M-V with the def2-TZVPD basis set)
Fe 3.89845 0.05632 -1.55836
Cl 2.12443 1.90339 3.72277
S -7.24843 1.97798 3.44284
S 5.63016 2.86859 -2.42755
O 4.98323 -1.67569 4.00398
O 5.17880 -1.16998 -0.52714
O 3.66898 -0.26477 5.04126
O 5.77662 -2.16203 1.40191
O 6.35571 3.58066 -1.36363
N -6.16520 4.28599 2.70978
N 4.86659 1.68142 -2.07867
N 2.49619 -0.56355 -2.89820
N -5.36288 2.33893 1.65168
N -5.67959 0.99536 1.59694
N 3.25274 0.13851 0.45980
N 2.42561 0.89947 1.22109
C 2.73695 0.84378 2.49917
C -6.16729 3.05241 2.44773
C 0.58868 3.21395 -0.95379
C 1.37604 -2.63363 -2.24497
C 0.00437 -0.02735 -4.80051
C 4.01427 -0.46452 1.33172
C 0.10093 1.38429 1.07193
C 1.66358 2.56479 -0.39705
C 1.37458 -1.37898 -3.01269
C -7.06437 -0.80781 2.41631
C 5.07227 -1.40489 0.70784
C -0.99115 1.97752 0.37235
C 1.39092 1.64299 0.64292
C 0.34584 -3.59180 -2.34120
C 0.23556 -1.23613 -3.89483
C 3.67991 -0.11724 2.67789
C 2.57071 -2.92761 -1.30621
C -6.63249 0.62355 2.35747
C -0.71865 -3.42841 -3.22856
C -6.37470 -1.56599 3.49574
C 4.15345 -0.67065 4.03213
C -0.68964 2.85751 -0.61815
C -0.77125 -2.24489 -3.90973
H 3.48308 -2.82715 -1.95535
H -6.22818 -0.97864 4.34241
H -5.30923 -1.73932 3.15765
H 0.27719 -4.45898 -1.64917
H -6.69639 -1.34301 1.50799
H -0.06242 0.94055 -4.22785
H 0.80952 0.15040 -5.52559
H -1.54588 -4.08802 -3.19920
H 2.23344 0.25877 -3.51952
H -8.15536 -0.88837 2.51645
H -1.42417 3.40969 -1.13773
H 2.64053 2.75677 -0.73887
H -1.62987 -2.08586 -4.53213
H 2.44908 -3.91561 -0.93120
H 5.27348 -1.93904 3.09550
H 2.42588 -2.26910 -0.47804
H -5.35782 4.63274 2.18024
H -6.87615 -2.41621 3.83720
H 0.67900 3.99586 -1.67915
H -2.03522 1.78078 0.68752
H -0.95817 -0.12992 -5.22524
H -0.09229 0.60217 1.73007
```

ORCA calculation (ωB97M-V with the def2-TZVPD basis set) on a structure of composition C23H22CuF4N8S3 in a non-equilibrium geometry.

expectation value of S² = 0.76
2S+1 = 2
total charge = +2
Kohn-Sham gap (spin up / spin down) = 5.78 / 5.55 eV
DFT total energy = -124124.6267 eV
largest force on an atom = 0.0330 Eh/bohr

```
61
C23H22CuF4N8S3 (ωB97M-V with the def2-TZVPD basis set)
Cu 0.42858 1.19620 0.51160
S -1.97462 1.83804 0.44411
S 0.87597 3.50643 0.37242
S 0.19467 1.48362 -2.30703
F 5.16351 -4.59050 -3.19948
F 5.33169 -0.00275 -1.98386
F 2.98388 -0.21321 -0.81302
F 2.79714 -4.81310 -2.00246
N 1.58060 -0.45990 2.55659
N 0.27108 -4.81328 -0.28740
N 0.19194 -0.56899 -0.11827
N 1.72798 0.75058 2.01036
N 7.80175 0.06910 -3.64549
N 3.36575 0.32980 3.33150
N 7.91771 -4.05246 -4.39781
N 2.53579 -0.70705 3.33159
C 1.83891 3.48884 -1.19332
C 0.85367 -3.85360 -0.50681
C 6.59230 -2.15964 -3.30245
C 3.51215 -1.30632 -1.40634
C 5.36812 -2.29241 -2.66081
C -0.71335 4.32599 -0.07523
C 3.60771 0.56081 6.42817
C 7.29462 -3.23017 -3.89967
C 2.78723 -2.53754 -1.35258
C -1.91177 3.66879 0.58170
C 4.49364 1.21564 5.37550
C 2.85394 1.24897 2.50305
C 4.72385 -1.18564 -2.01283
C 4.58353 0.35387 4.09466
C -1.56784 1.98782 -2.42265
C 1.10626 3.07700 -2.45435
C -2.44962 1.48687 -1.28462
C 3.42930 -3.64974 -1.98238
C 1.53904 -2.63286 -0.73120
C 0.84078 -1.50157 -0.33678
C 7.25597 -0.92101 -3.45698
C 4.04841 2.64587 5.07770
C 4.64410 -3.53299 -2.60704
H 3.97392 -0.43113 6.67956
H 2.64730 2.79062 -0.97257
H -1.94208 1.54268 -3.34789
H -2.50953 0.39663 -1.29206
H 1.84980 2.91632 -3.23843
H 2.99281 2.68897 4.80867
H -1.91702 3.84436 1.65888
H 5.51775 1.25044 5.76143
H 4.79968 -0.68181 4.36975
H 4.18180 3.25291 5.96941
H -0.80366 4.30899 -1.15549
H 2.57504 0.47064 6.09466
H -0.63009 5.36465 0.25129
H 3.27891 2.20430 2.27663
H -2.83601 4.07291 0.16509
H 2.26533 4.48444 -1.32588
H 5.38038 0.74122 3.45381
H -1.61564 3.07044 -2.53055
H 0.41803 3.84381 -2.80583
H 3.61042 1.15902 7.33453
H 4.64258 3.09003 4.27988
H -3.45399 1.88927 -1.42561
```

ORCA calculation (ωB97M-V with the def2-TZVPD basis set) on a structure of composition C23H22F2IrN3O10P2S3 in a non-equilibrium geometry.

2S+1 = 1
total charge = 0
Kohn-Sham gap = 7.08 eV
relative energy (zero: lowest compared OMol25 entry of this formula, charge and spin) = 363.1 kJ/mol
DFT total energy = -108516.4891 eV
largest force on an atom = 0.0370 Eh/bohr

```
66
C23H22F2IrN3O10P2S3 (ωB97M-V with the def2-TZVPD basis set)
Ir 0.14469 0.90602 0.20028
S 0.10235 1.55705 2.46299
S -2.80998 1.09080 3.20337
S 0.27541 -2.70184 0.33651
P -3.12576 2.37359 -0.94157
P -2.14106 -0.30044 -0.95561
F 4.95441 2.51628 -0.91110
F 4.69641 -1.70846 1.06591
O 0.55919 -2.52252 1.75313
O -2.45191 -1.69490 -1.62739
O -2.19976 2.46768 0.21161
O -1.10155 0.50862 -1.74886
O -1.03325 -3.28218 0.07176
O -2.58061 2.89390 -2.33242
O -4.41936 3.29004 -0.75808
O -4.18664 0.50201 -2.55058
O 1.92810 -0.66991 -2.21772
O -1.81999 -0.42597 0.51904
N 0.55178 -1.35660 -0.50165
N -1.07989 -0.76170 3.06117
N 0.85531 2.84066 -0.38224
C 2.76501 4.27257 -0.21194
C -4.80292 0.30754 -0.22945
C -3.70439 0.65225 -1.21909
C 2.04469 -2.94590 -1.47124
C 2.11007 0.75491 0.51805
C 2.18456 3.00799 -0.25324
C 0.60407 5.21293 -0.53727
C 1.96667 5.38472 -0.35330
C 4.09846 -0.56066 0.68287
C 1.51761 -1.53968 -1.48654
C 2.88651 1.77291 -0.02953
C 4.87048 0.38516 0.03429
C -1.21671 0.52072 2.87922
C 3.00785 -3.49031 -2.29842
C -2.27314 -1.52574 3.41712
C 4.23200 1.55324 -0.29429
C 1.50063 -3.68902 -0.44690
C 2.75213 -0.40996 0.93299
C 2.86599 -5.53232 -1.00067
C -3.47398 -0.60680 3.18695
C 3.41741 -4.79338 -2.04897
C 1.88191 -4.99125 -0.18395
C 0.08969 3.93586 -0.53000
H -4.40066 3.72084 0.10146
H 3.21305 -6.54087 -0.81715
H -4.94274 -0.77366 -0.17740
H 3.82754 4.36291 -0.05426
H -0.06337 6.05231 -0.66825
H 2.39886 6.37610 -0.30651
H -4.22760 -0.70968 3.96282
H -5.73523 0.77141 -0.55014
H 4.17902 -5.24474 -2.67178
H -4.54457 0.68369 0.76200
H -0.28911 -1.24264 2.61285
H 2.22875 -1.19737 1.44614
H 3.41952 -2.90289 -3.10865
H 1.44178 -5.55850 0.62507
H -1.85664 2.30231 -2.60979
H -3.49569 0.15906 -3.12905
H -0.96073 3.76662 -0.64045
H -2.10744 -2.42379 -1.06606
H -3.91970 -0.77451 2.21001
H -2.19849 -1.82830 4.46215
H 5.91298 0.22149 -0.19470
H -2.32207 -2.41771 2.79644
```

ORCA calculation (ωB97M-V with the def2-TZVPD basis set) on a structure of composition C23H23Br30F3NO4P3S in a non-equilibrium geometry.

2S+1 = 1
total charge = 0
Kohn-Sham gap = 6.81 eV
DFT total energy = -2182016.7998 eV
largest force on an atom = 0.1615 Eh/bohr

```
88
C23H23Br30F3NO4P3S (ωB97M-V with the def2-TZVPD basis set)
Br 6.33324 -5.30071 4.88962
Br 10.01695 1.19747 -11.23215
Br 1.36986 3.89204 1.20750
Br -7.12851 2.79450 4.92004
Br 3.30400 -2.10150 -1.95807
Br 1.44358 0.71186 1.68232
Br 4.16807 2.40158 1.73638
Br 4.68366 0.21299 -7.25188
Br 7.31979 2.91917 -11.50523
Br 5.62908 4.87448 -8.92259
Br 1.78017 1.36343 -8.00471
Br 3.52221 -3.83861 4.36571
Br 5.76192 2.57693 7.01724
Br -1.22449 -7.67494 2.19405
Br 7.50751 6.46977 -6.86225
Br 3.61493 -7.01273 4.85198
Br 6.63144 -0.09903 5.46720
Br -2.49154 -4.71465 2.32291
Br 0.12691 -5.41772 4.04122
Br -8.51241 0.55253 3.08315
Br 9.76326 3.43320 -13.52552
Br 2.03319 0.03954 9.93193
Br -9.77048 3.50439 3.23475
Br 4.25416 1.85435 11.37972
Br 1.45602 -3.55132 0.23810
Br 8.52964 3.71717 -8.16601
Br 3.53838 0.75768 5.58495
Br 5.12713 -0.81711 9.82463
Br 3.65496 2.95950 -5.94194
Br 4.49516 -2.79800 0.94296
S -8.58181 0.52336 -2.00466
P -7.78652 1.31517 -0.39392
P -3.62615 -2.82641 0.72916
P -6.86845 -1.96282 0.25171
F 2.01802 0.18483 -2.28189
F 0.83542 -0.51389 -4.30617
F -1.26754 1.17264 -2.61668
O -5.82660 4.30058 -0.52425
O -1.95428 -3.11692 1.06255
O -7.72556 -1.81490 1.52809
O -1.29120 3.17407 -0.15323
N -3.50145 3.85418 -0.89898
C -1.37744 -0.16178 0.26332
C -3.35343 1.58264 -0.16799
C -2.48787 2.90382 -0.37715
C 3.14578 1.22110 -6.63532
C 6.99470 4.73121 -7.55250
C -5.97102 0.82643 -0.18696
C 2.38672 2.25554 0.98350
C -1.52310 -6.10352 3.29141
C -4.90882 3.46246 -0.57786
C 2.91577 -2.30988 -0.07043
C 8.82104 2.12817 -12.44347
C 3.87122 0.65844 9.90168
C 5.37557 1.37648 5.54413
C -4.54570 -3.05794 2.41872
C -4.86490 1.89423 -0.31724
C -2.93708 0.12077 0.14089
C 0.78195 -0.10813 -2.94530
C -8.79346 2.12364 4.18515
C -0.46541 0.03185 -2.24548
C -3.97445 -1.01976 0.31415
C 4.55032 -5.46822 4.14478
C -0.94674 -0.96673 -1.09651
C -5.49619 -0.63685 0.12099
H -5.33896 -2.22289 2.53644
H -0.22242 -1.82001 -0.89243
H 2.59018 -1.33702 0.29653
H -3.77427 -2.85210 3.24327
H 2.70994 0.66335 -5.80786
H -3.50745 3.96804 -1.93020
H -1.81069 -2.77117 1.97834
H -7.77649 -1.84367 -0.87050
H 6.55698 4.17605 -6.72415
H -9.41251 1.81678 5.02656
H -6.31666 -3.30218 0.15433
H 3.99882 1.23330 8.98544
H 2.50620 2.09924 -0.08765
H -0.78714 0.80928 0.24157
H -1.91400 -1.45658 -1.49616
H -1.08502 -0.72263 1.21044
H 5.49911 1.94834 4.62579
H -4.99502 -4.09993 2.52890
H 4.66610 -5.62869 3.07387
H -8.51080 0.94628 0.81221
H -7.90222 2.74741 -0.53834
H 8.41471 1.38297 -13.12511
H -2.14757 -6.41424 4.12852
```

2S+1 of number 3 (C23H22F2IrN3O10P2S3)?
1